ORCA calculation (ωB97M-V/def2-TZVPD) on the molecule CH4O2S2 in a non-equilibrium geometry.

Structure (XYZ):
```
9
Properties=species:S:1:pos:R:3:forces:R:3
O 1.432311 -0.694986 -0.943983 -0.16 -0.86 -0.82
C 0.726183 -0.310166 0.145267 -2.35 -0.56 1.51
O 0.651996 1.025855 0.354068 1.13 -0.01 -0.58
S -1.304041 -0.877519 0.091704 2.01 -1.06 -0.04
S -2.176049 0.849399 -0.252432 -1.70 1.32 0.76
H 1.321827 -1.672791 -1.064511 0.16 1.29 0.11
H 1.040417 -0.828856 1.042125 0.02 -0.15 0.28
H 1.187513 1.443388 -0.333332 -0.13 0.26 -0.05
H -2.880160 1.065675 0.961093 1.02 -0.24 -1.18
```
Forces are in eV/Å.

As for the LUMO energy: 0.016 Eh. Its spin multiplicity is 1. As for the SMILES: OC(O)SS. Its gap between HOMO and LUMO is 8.81 eV. Its maximum force is 0.05537 Eh/bohr.

---

ORCA calculation (ωB97M-V/def2-TZVPD) on a cluster of 2 separate species, CH4O2S2 in total in a non-equilibrium geometry.

Structure (XYZ):
```
9
Properties=species:S:1:pos:R:3:forces:R:3
O 1.308738 2.207881 -1.528733 -0.21 -0.14 -0.44
C 0.327728 1.606505 -1.828606 -1.13 -1.09 0.82
O -0.352122 1.769021 -3.000952 2.36 1.15 0.43
H -0.158987 0.810057 -1.132797 0.57 1.06 -0.98
H -1.197434 1.381510 -2.965933 -1.62 -1.03 0.21
S 0.770403 -1.355124 1.793872 -0.87 -0.14 -0.09
S -1.251928 -1.321928 1.222500 0.59 -0.25 0.07
H 1.112213 -0.398881 0.941394 0.37 0.29 -0.17
H -1.670681 -0.414094 2.104488 -0.07 0.15 0.16
```
Forces are in eV/Å.

As for the LUMO energy: 0.000 Eh. Its spin multiplicity is 1. As for the SMILES: O=CO.SS. Its gap between HOMO and LUMO is 10.03 eV. Its maximum force is 0.05172 Eh/bohr.

---

ORCA calculation (ωB97M-V/def2-TZVPD) on a cluster of 2 separate species, CH4O3 in total in a non-equilibrium geometry.

Structure (XYZ):
```
8
Properties=species:S:1:pos:R:3:forces:R:3
O 0.408019 0.963775 -0.813779 1.27 -0.46 3.92
C 0.896997 0.831376 0.333013 -0.68 0.34 -3.67
O 0.484203 -0.002577 1.296512 -1.09 0.24 -0.92
H 1.813457 1.374131 0.601773 -0.20 -0.12 0.31
H -0.382536 -0.374303 0.971921 0.75 0.14 0.22
O -1.399431 -1.259007 -0.690570 1.92 0.68 0.96
H -2.090654 -1.749175 -1.046810 -2.42 -1.10 -0.85
H -0.664584 -1.856436 -0.862264 0.43 0.27 0.03
```
Forces are in eV/Å.

As for the LUMO energy: 0.022 Eh. Its spin multiplicity is 1. As for the SMILES: O=CO.O. Its gap between HOMO and LUMO is 11.00 eV. Its maximum force is 0.08065 Eh/bohr.

---

ORCA calculation (ωB97M-V/def2-TZVPD) on a cluster of 2 separate species, CH4O3 in total in a non-equilibrium geometry.

Structure (XYZ):
```
8
Properties=species:S:1:pos:R:3:forces:R:3
O -0.691807 -1.044560 0.259589 -0.93 0.43 -1.87
C -0.807198 -0.298161 -0.677661 1.41 1.61 0.14
O 0.106023 0.742669 -0.920441 -1.78 -1.04 -0.76
H -1.587386 -0.215831 -1.460081 -0.16 -0.83 0.55
H -0.249047 1.205859 -1.727531 0.73 -0.46 1.14
O 1.007593 0.078859 1.844218 0.92 -0.23 -0.38
H 1.867792 -0.057671 1.386318 -1.00 0.18 0.53
H 0.354033 -0.411161 1.295588 0.81 0.36 0.65
```
Forces are in eV/Å.

As for the LUMO energy: 0.010 Eh. Its spin multiplicity is 1. As for the SMILES: O=CO.O. Its gap between HOMO and LUMO is 10.56 eV. Its maximum force is 0.04268 Eh/bohr.

---

ORCA calculation (ωB97M-V/def2-TZVPD) on a cluster of 2 separate species, CH4O3 in total in a non-equilibrium geometry.

Structure (XYZ):
```
8
Properties=species:S:1:pos:R:3:forces:R:3
O 1.114473 0.519424 -0.794933 1.31 0.29 2.35
C 1.136409 0.584752 0.440273 -3.87 -0.67 -4.19
O 0.001324 0.247836 1.096446 1.43 0.78 1.69
H 1.914005 1.020634 1.020528 0.70 -0.04 0.83
H -0.760931 0.048568 0.518771 0.89 -0.31 -0.62
O -1.607496 -1.052356 -0.579222 -0.13 1.07 2.53
H -1.516805 -1.471790 -1.381864 0.93 -1.47 -2.87
H -2.521141 -0.825151 -0.577398 -1.25 0.35 0.28
```
Forces are in eV/Å.

As for the LUMO energy: 0.019 Eh. Its spin multiplicity is 1. As for the SMILES: O=CO.O. Its gap between HOMO and LUMO is 10.76 eV. Its maximum force is 0.11176 Eh/bohr.

---

ORCA calculation (ωB97M-V/def2-TZVPD) on a cluster of 2 separate species, CH4O3 in total in a non-equilibrium geometry.

Structure (XYZ):
```
8
Properties=species:S:1:pos:R:3:forces:R:3
O -0.592801 -0.075917 2.586045 0.41 -0.13 0.64
C -0.183983 0.576192 1.672923 -1.11 -0.72 -0.17
O -0.940872 0.733130 0.566911 0.85 0.26 -0.37
H 0.800158 1.031407 1.627059 0.08 0.42 -0.20
H -1.653220 0.083583 0.653315 -0.23 0.17 0.10
O 1.547572 -1.012166 -3.824068 0.08 -0.15 -0.60
H 1.785770 -0.951576 -2.897743 -0.40 0.19 0.10
H 0.663296 -0.655577 -3.979664 0.32 -0.04 0.50
```
Forces are in eV/Å.

As for the LUMO energy: 0.017 Eh. Its spin multiplicity is 1. As for the SMILES: O=CO.O. Its gap between HOMO and LUMO is 11.64 eV. Its maximum force is 0.02596 Eh/bohr.

---

ORCA calculation (ωB97M-V/def2-TZVPD) on a cluster of 2 separate species, CH4O3S in total in a non-equilibrium geometry.

Structure (XYZ):
```
9
Properties=species:S:1:pos:R:3:forces:R:3
O -0.878314 0.344046 1.045614 0.76 0.66 2.10
C -1.421620 0.201272 0.008712 1.85 -0.70 0.65
O -1.086876 -0.831023 -0.775959 1.80 -1.40 -1.18
O -2.291209 1.068324 -0.438412 -2.05 -0.81 -2.30
H -0.144150 -1.211371 -0.517510 -3.12 1.43 -0.29
H -2.775420 0.664587 -1.218464 0.80 0.84 1.04
S 3.105662 0.437491 0.427910 -0.63 1.73 2.17
H 2.433283 0.029292 1.594825 0.69 0.34 -1.36
H 3.058645 -0.702618 -0.126719 -0.10 -2.09 -0.84
```
Forces are in eV/Å.

As for the LUMO energy: 0.009 Eh. Its spin multiplicity is 1. As for the SMILES: O=C(O)O.S. Its gap between HOMO and LUMO is 10.07 eV. Its maximum force is 0.06694 Eh/bohr.

---

ORCA calculation (ωB97M-V/def2-TZVPD) on the molecule CH4O4 in a non-equilibrium geometry.

Structure (XYZ):
```
9
Properties=species:S:1:pos:R:3:forces:R:3
O 1.388531 -0.419368 -0.328866 -2.91 -0.42 0.71
C -0.067036 0.176658 0.085260 3.11 -1.02 -2.12
O -1.122159 -0.652526 -0.149413 0.40 -3.19 1.44
O 0.002783 0.413967 1.394675 1.59 2.29 1.81
O -0.165162 1.213026 -0.798089 -3.07 -0.27 -1.64
H 1.175788 -1.212423 -0.864553 0.26 0.69 0.34
H -1.036734 -1.493341 0.455872 -0.23 2.49 -1.58
H 0.747838 1.059188 1.683857 -1.73 -1.72 -1.24
H -0.923849 0.914819 -1.478742 2.57 1.15 2.28
```
Forces are in eV/Å.

As for the LUMO energy: 0.015 Eh. Its spin multiplicity is 1. As for the SMILES: OC(O)(O)O. Its gap between HOMO and LUMO is 10.69 eV. Its maximum force is 0.07585 Eh/bohr.

---

ORCA calculation (ωB97M-V/def2-TZVPD) on a cluster of 2 separate species, CH4O4P2 in total in a non-equilibrium geometry.

Structure (XYZ):
```
11
Properties=species:S:1:pos:R:3:forces:R:3
C -0.478271 0.368039 -0.573701 -2.54 -3.13 -0.03
O 2.334345 -0.724496 3.318330 0.22 -0.08 0.30
O 0.659683 0.766653 2.075469 1.83 -0.67 -0.04
O 1.096353 -1.627678 1.300325 0.90 0.19 0.76
O 2.968176 0.142573 0.928734 -0.42 -0.12 0.57
P 0.427112 1.765646 -0.716068 0.70 1.78 -1.44
P 1.960207 -0.319846 1.939450 -1.78 -0.05 -0.57
H -1.167853 0.356038 0.323994 0.59 -0.19 -1.02
H 0.666811 -1.361370 0.481961 -0.09 0.53 -0.26
H -0.608457 -0.600130 -1.209481 0.48 1.85 0.86
H 0.620495 1.177632 1.171458 0.10 -0.10 0.86
```
Forces are in eV/Å.

As for the LUMO energy (spin up / spin down): 0.262 / 0.261 Eh. Its spin multiplicity is 3. Its net charge is -2. As for the expectation value of S²: 2.005. Its gap between HOMO and LUMO (spin up / spin down) is 4.61 / 7.57 eV. Its maximum force is 0.07837 Eh/bohr.

---

ORCA calculation (ωB97M-V/def2-TZVPD) on the molecule CH4P2S in a non-equilibrium geometry.

Structure (XYZ):
```
8
Properties=species:S:1:pos:R:3:forces:R:3
P -1.162689 -1.636408 -0.044301 0.80 1.44 1.14
P 0.505680 -0.332448 0.243028 0.59 0.57 -2.32
C 0.527327 1.534179 -0.286283 0.76 0.61 -1.52
S -0.770765 2.459251 -0.108672 0.10 -0.26 0.23
H -1.556132 -0.918205 1.199257 0.01 -0.71 -0.93
H 0.775764 -0.017458 1.528884 0.44 -0.07 1.27
H 1.829312 -0.643471 -0.355335 -1.34 -0.02 0.73
H 1.415330 2.046984 -0.882606 -1.37 -1.56 1.40
```
Forces are in eV/Å.

As for the LUMO energy: -0.036 Eh. Its spin multiplicity is 1. As for the SMILES: P=[PH2]C=S. Its gap between HOMO and LUMO is 6.86 eV. Its maximum force is 0.04869 Eh/bohr.

---

Calculated energy relative to the best compared isomer or geometry (same formula, charge and spin), 74.6, 16.9, 47.3, 71.2, 52.1, 42.9, 37.1, 130.7, 0.0, 307.4 kJ/mol (same order as the records).